[1]
{
  "formula": "C41H43FeN8OS4Se",
  "method": "the ωB97M-V functional and the def2-TZVPD basis",
  "relative_energy_ev": 8.2755,
  "lumo_ev": [-0.768, -0.938],
  "total_charge": 0,
  "gap_ev": [5.56, 5.38],
  "multiplicity": 6,
  "e_homo_ev": [-6.33, -6.32],
  "max_force_ha_per_bohr": 0.0907,
  "symbols": ["Se", "Fe", "S", "S", "S", "S", "O", "N", "N", "N", "N", "N", "N", "N", "N", "C", "C", "C", "C", "C", "C", "C", "C", "C", "C", "C", "C", "C", "C", "C", "C", "C", "C", "C", "C", "C", "C", "C", "C", "C", "C", "C", "C", "C", "C", "C", "C", "C", "C", "C", "C", "C", "C", "C", "C", "C", "H", "H", "H", "H", "H", "H", "H", "H", "H", "H", "H", "H", "H", "H", "H", "H", "H", "H", "H", "H", "H", "H", "H", "H", "H", "H", "H", "H", "H", "H", "H", "H", "H", "H", "H", "H", "H", "H", "H", "H", "H", "H", "H"],
  "positions_angstrom": [[-2.5664, -1.2656, 2.7841], [-1.6287, 0.3580, 1.1605], [-2.5134, 1.8899, -0.3714], [-4.0018, -2.3751, -1.5165], [-5.9395, 6.4809, -0.7254], [-4.4462, 4.1489, 0.3261], [-2.2701, 1.4685, 2.2710], [-4.6261, -0.5214, 0.3013], [-1.5372, -3.4025, 1.3655], [-3.5122, 3.5959, -2.0129], [-4.3361, 4.6978, -2.1948], [-2.3779, -0.9393, -0.1368], [-0.1347, -2.5019, 2.8834], [-0.1622, 0.3580, -0.1283], [-0.1619, 0.3580, 2.4495], [-1.6050, -1.7650, -0.9361], [-3.6471, -1.1776, -0.3431], [3.1022, 0.3583, -4.1755], [1.7670, -4.0124, 2.4688], [-0.2572, 0.3580, -1.4710], [2.1223, 0.3581, -1.7873], [-3.6428, 4.9032, -5.8833], [0.8332, 0.3581, -2.3261], [1.3059, -5.6768, 0.7308], [-0.3692, -4.0738, 1.3429], [-1.3649, -2.4452, 2.3183], [3.3261, -0.9003, 5.9251], [-0.1960, -1.7983, -0.9737], [-1.6741, -3.5240, -2.6389], [2.2217, 0.3581, -0.3807], [2.2266, 0.3580, 2.7004], [1.0768, 0.3580, 1.9000], [2.1804, -5.1066, 1.6852], [3.3898, 0.3582, -2.6569], [2.1265, 0.3580, 4.1031], [1.0756, 0.3580, 0.4220], [4.7042, 0.3578, 4.2814], [-3.6202, 4.5166, -4.5380], [-4.9331, 5.1753, -1.0238], [-2.3185, -2.6287, -1.7689], [-5.2420, 6.1862, -4.0046], [0.8332, 0.3580, 4.6420], [-4.4687, 5.9407, -6.2911], [-0.2586, 0.3580, 3.7912], [-2.7109, -3.6710, 0.5343], [0.0091, -5.1587, 0.5502], [-0.2758, -3.5377, -2.6566], [-3.4845, 3.2275, -0.7773], [-5.2687, 6.5804, -5.3522], [-4.4145, 5.1493, -3.5570], [4.2300, -0.9004, -2.3509], [0.4785, -3.5247, 2.2647], [4.2300, 1.6167, -2.3508], [3.3525, 0.3580, 5.0306], [0.4567, -2.6867, -1.8348], [3.3262, 1.6164, 5.9249], [-1.2728, 0.3580, 4.1794], [-4.4916, 6.2458, -7.3327], [5.5457, 0.3578, 4.9847], [4.0338, 0.3583, -4.7540], [4.8145, 1.2456, 3.6478], [-4.3457, 0.3356, 0.7645], [-3.0700, -4.7049, 0.7206], [4.2083, -0.9423, 6.5746], [-5.9249, 7.3905, -5.6596], [4.2084, 1.6584, 6.5744], [3.2030, 0.3581, 0.0785], [2.5348, 1.2459, -4.4786], [2.4467, 1.6426, 6.5775], [-0.6654, -5.5898, -0.1780], [3.3137, -1.8145, 5.3196], [-5.9074, 6.7230, -3.3450], [1.5437, -2.7100, -1.8591], [-2.4399, -3.5663, -0.5372], [3.1994, 0.3580, 2.2273], [0.6603, 0.3580, 5.7131], [0.2445, -4.2243, -3.3214], [-3.0113, 4.3852, -6.5993], [4.8143, -0.5300, 3.6479], [3.6510, -1.8143, -2.5293], [3.3140, 2.5304, 5.3193], [2.4267, -3.5673, 3.2022], [3.6510, 2.5306, -2.5290], [0.6447, 0.3581, -3.3932], [-3.5367, -2.9661, 0.7588], [0.3708, -1.1329, -0.3302], [4.5737, 1.6431, -1.3109], [-5.5407, -0.4859, -0.1306], [2.5349, -0.5294, -4.4787], [5.1236, -0.9427, -2.9846], [1.6357, -6.5177, 0.1347], [2.4466, -0.9263, 6.5777], [-2.2448, -4.1891, -3.2797], [-1.2720, 0.3580, -1.8584], [4.5737, -0.9269, -1.3110], [5.1236, 1.6591, -2.9845], [-2.9564, 3.6980, -4.2599], [0.2531, -1.8875, 3.6339], [3.1746, -5.5141, 1.8143]]
}

[2]
{
  "formula": "C40H32AsN5O4Sm",
  "method": "the ωB97M-V functional and the def2-TZVPD basis",
  "relative_energy_ev": 1.3044,
  "lumo_ev": [2.255, 2.255],
  "total_charge": -1,
  "gap_ev": [7.11, 7.12],
  "multiplicity": 6,
  "e_homo_ev": [-4.86, -4.86],
  "max_force_ha_per_bohr": 0.0448,
  "symbols": ["Sm", "As", "O", "O", "O", "O", "N", "N", "N", "N", "N", "C", "C", "C", "C", "C", "C", "C", "C", "C", "C", "C", "C", "C", "C", "C", "C", "C", "C", "C", "C", "C", "C", "C", "C", "C", "C", "C", "C", "C", "C", "C", "C", "C", "C", "C", "C", "C", "C", "C", "C", "H", "H", "H", "H", "H", "H", "H", "H", "H", "H", "H", "H", "H", "H", "H", "H", "H", "H", "H", "H", "H", "H", "H", "H", "H", "H", "H", "H", "H", "H", "H", "H"],
  "positions_angstrom": [[1.0976, 1.3186, 0.4619], [-1.5146, -0.6091, 0.7498], [-1.0922, 0.9782, 0.5945], [0.4561, -0.7644, -0.7969], [0.7824, 6.3912, 0.3822], [0.8396, 3.5201, -0.0579], [1.3137, 1.5311, -1.9188], [4.3795, -1.7168, -0.3978], [1.3705, 0.3346, -2.6258], [3.1705, 0.3431, 0.0801], [4.5483, -3.9558, 0.6126], [0.5425, -3.1709, -2.2301], [0.9369, -0.7215, -1.9962], [1.8923, -3.2568, -4.6451], [-5.2022, 0.1895, 3.6072], [-0.4645, -4.1108, 2.7667], [1.6237, -3.0383, 2.2626], [-0.1629, 5.7314, 1.2163], [4.4412, -2.8901, 0.1619], [1.9805, 2.6474, 2.6547], [-2.3726, -1.3763, -0.8153], [1.3502, -4.4219, -4.1148], [2.4664, 4.8001, -3.0623], [1.3249, 5.7611, -0.7126], [-3.1133, -2.5468, -0.7012], [1.7569, -2.0541, -3.9737], [1.9321, 6.6112, -1.6111], [1.8654, 3.9002, -2.1660], [-3.6447, -3.1446, -1.8333], [0.9218, -4.1033, 2.8065], [-5.2685, 0.4464, 2.2443], [-3.0489, -0.4581, 1.9644], [-4.1941, 0.1279, 1.4298], [1.3165, 4.3477, -0.9276], [-4.0614, -0.3851, 4.1482], [3.7185, -0.6767, -0.1191], [1.0780, -2.0005, -2.7546], [-0.4452, -1.9950, 1.6132], [2.8422, 1.5524, 2.8641], [-2.7400, -1.3774, -3.1891], [-1.1463, -3.0566, 2.1791], [0.9435, -1.9898, 1.6654], [-2.9858, -0.7025, 3.3307], [-2.2026, -0.7829, -2.0585], [0.6578, 2.2181, 2.9154], [0.7147, 0.8510, 3.2652], [1.8020, 2.5219, -2.5807], [0.6720, -4.3743, -2.9068], [2.5218, 6.1421, -2.7862], [2.0661, 0.4510, 3.2530], [-3.4469, -2.5665, -3.0795], [-2.5939, -0.9258, -4.1617], [2.9986, 6.8339, -3.4683], [1.5080, -1.1778, 1.2273], [-4.2278, 0.3380, 0.3664], [2.2934, 3.6656, 2.4758], [1.4581, -4.9284, 3.2570], [2.1786, 2.3030, -3.5809], [-0.5954, 6.5157, 1.8384], [-0.9481, 5.2508, 0.6347], [-3.2863, -2.9890, 0.2710], [-0.2167, 2.8490, 2.9799], [2.1688, -1.1397, -4.3730], [1.4638, -5.3636, -4.6383], [2.7054, -3.0397, 2.2778], [2.4447, -0.5128, 3.5580], [3.9204, 1.5799, 2.8216], [-6.0350, 0.4481, 4.2490], [1.9323, 7.6695, -1.3800], [2.8899, 4.4049, -3.9791], [2.4326, -3.2935, -5.5834], [0.0230, -3.1312, -1.2793], [0.2541, -5.2811, -2.4871], [-0.1145, 0.2658, 3.6381], [-1.6291, 0.1338, -2.1348], [-2.0927, -1.1388, 3.7622], [0.3086, 4.9847, 1.8536], [-3.8406, -3.0485, -3.9654], [-4.2098, -4.0636, -1.7429], [-1.0195, -4.9383, 3.1906], [-2.2283, -3.0591, 2.1720], [-6.1556, 0.8998, 1.8202], [-4.0066, -0.5811, 5.2117]]
}

[3]
{
  "formula": "C39H34Co2N2O5P",
  "method": "the ωB97M-V functional and the def2-TZVPD basis",
  "relative_energy_ev": 0.0000,
  "lumo_ev": -5.484,
  "total_charge": 1,
  "gap_ev": 4.53,
  "e_homo_ev": -10.01,
  "max_force_ha_per_bohr": 0.1012,
  "symbols": ["Co", "Co", "P", "O", "O", "O", "O", "O", "N", "N", "C", "C", "C", "C", "C", "C", "C", "C", "C", "C", "C", "C", "C", "C", "C", "C", "C", "C", "C", "C", "C", "C", "C", "C", "C", "C", "C", "C", "C", "C", "C", "C", "C", "C", "C", "C", "C", "C", "C", "H", "H", "H", "H", "H", "H", "H", "H", "H", "H", "H", "H", "H", "H", "H", "H", "H", "H", "H", "H", "H", "H", "H", "H", "H", "H", "H", "H", "H", "H", "H", "H", "H", "H"],
  "positions_angstrom": [[-2.2573, -3.0798, -2.1128], [-1.3310, -2.0238, 0.0342], [-0.1439, -1.6349, 1.7856], [-4.8196, -3.6227, -0.8094], [-3.8746, -2.0503, 1.4845], [-1.6463, -4.7903, 0.9527], [-3.3423, -3.2309, -4.8055], [-1.1570, -5.7504, -1.8561], [2.7300, 3.6726, -3.2459], [0.6454, 2.8929, -2.4100], [-0.8988, -0.5839, -1.1480], [4.0452, 3.1498, -3.5621], [0.3130, 4.3006, -2.1075], [2.9526, -3.7217, 3.5392], [0.9894, 2.1827, 0.8340], [-0.8182, -0.2068, 4.1750], [-1.5434, -4.6621, -1.9833], [1.1470, -2.9045, 2.1346], [-2.9304, -1.9502, 0.8101], [3.8137, 1.6422, -3.7184], [-4.5233, 2.2164, -1.3957], [-1.4644, -2.5342, 4.1005], [-3.7474, -3.3856, -1.1893], [1.8269, 2.7215, -2.9199], [1.8147, -2.9269, 3.3716], [3.4032, -4.5333, 2.4951], [-1.0741, 0.7504, -1.4194], [-0.7248, -1.8376, -1.6768], [2.2334, 1.9831, 0.2370], [-2.3099, 1.3369, -0.9170], [1.0127, 5.3344, -2.9586], [-2.8005, 0.9544, 0.3574], [2.4063, 1.3437, -3.2037], [-2.1367, -1.1466, 5.9734], [-3.1648, 2.1369, -1.7219], [-2.0797, -2.3949, 5.3489], [-1.5068, -0.0536, 5.3821], [1.5809, -3.7527, 1.1014], [0.9178, -0.1628, 1.4485], [2.5115, 5.0822, -3.0232], [-4.1407, 1.0773, 0.7024], [-0.8596, -1.4240, 3.4747], [0.3693, 1.1275, 1.5018], [-2.9117, -3.1592, -3.7361], [-1.4488, -3.7470, 0.4738], [2.7056, -4.5637, 1.2881], [2.8247, 0.7178, 0.2501], [-5.0264, 1.6367, -0.2226], [2.2040, -0.3387, 0.9191], [1.0443, -3.7775, 0.1485], [0.6189, 5.3459, -3.9811], [2.7564, 2.8347, -0.2249], [-4.4678, 0.7128, 1.6774], [-0.4536, 1.3254, -2.1100], [-0.5428, 1.3317, 2.0562], [3.7736, 0.5453, -0.2500], [0.5758, 4.4962, -1.0537], [-6.0900, 1.6251, -0.0045], [1.7747, 0.8621, -3.9700], [0.8434, 6.3257, -2.5325], [4.5925, 1.0873, -3.1906], [0.2315, -2.1846, -2.1191], [-0.2351, 0.6341, 3.8057], [1.4396, -2.3301, 4.2056], [3.8476, 1.3608, -4.7739], [-2.7806, 2.5508, -2.6652], [0.4969, 3.1511, 0.7997], [2.7162, -1.2932, 1.0187], [4.2822, -5.1612, 2.6326], [4.7590, 3.3422, -2.7443], [-0.7706, 4.3772, -2.2187], [3.0169, -5.2314, 0.4861], [-5.2150, 2.7022, -2.0860], [-2.0970, 0.4443, 1.0339], [-1.5459, 0.9305, 5.8494], [-2.5404, -3.2607, 5.8229], [2.9796, 5.6590, -3.8355], [-1.4525, -3.5137, 3.6142], [-2.6772, -1.0211, 6.9093], [3.0061, 5.4126, -2.0900], [4.4854, 3.6306, -4.4445], [2.3938, 0.7170, -2.2965], [3.4691, -3.7180, 4.4982]]
}